Entry 1:
10
Properties=species:S:1:pos:R:3 method="wB97M-V/def2-TZVPD" charge=+1 relative_energy_kcal_mol=124.3 e_homo_ev="-15.82 / -15.54"
H 2.0285 -0.0885 0.5526
H 1.7011 -1.5335 0.0050
C 1.3762 -0.4949 -0.1062
N -0.8353 -1.2479 0.3138
C -1.8267 -0.6076 -0.1975
C -0.9974 1.2448 0.1110
H 1.4684 0.0874 -1.0835
N -2.0821 0.7076 -0.1393
H -0.8733 2.2852 0.2553
N 0.0406 -0.3525 0.2888

Entry 2:
9
Properties=species:S:1:pos:R:3 method="wB97M-V/def2-TZVPD" relative_energy_kcal_mol=36.7 e_homo_ev=-10.68
F -0.7686 -0.9141 -2.1867
O -0.9070 1.3977 2.0716
O 1.0032 0.4516 0.6091
O -0.5833 -0.9919 1.9984
O -1.2757 0.2015 0.0040
F 2.1140 0.0273 -1.3209
C 0.9659 -0.0601 -0.6514
S -0.5860 0.2420 1.3624
C -0.2230 -0.2395 -1.2045

Entry 3:
99
Properties=species:S:1:pos:R:3 method="wB97M-V/def2-TZVPD" charge=+1 e_homo_ev=-9.70
N 5.3171 -0.6654 -1.2530
C -2.0716 3.4864 -1.0217
Se 2.1766 2.1532 1.3556
H 1.4165 4.2398 2.5270
H 6.2237 -3.7777 -0.4310
C -2.9612 0.5527 -1.7623
H 0.5593 -5.2726 -1.2204
C -0.5907 -3.4303 -1.4009
H -0.2531 -1.9693 3.8764
H 1.0103 -4.2550 -2.5794
H 0.0588 3.0829 2.3832
H -1.2753 0.5636 2.7978
C -1.6789 -1.9933 0.3892
C 2.3759 1.3712 3.1263
Se 1.7108 -1.3733 2.4742
C -4.4588 3.6881 -0.2725
C -2.2706 0.2582 3.1358
H -2.6578 -3.5509 -2.0861
F 1.6702 -1.3916 -1.8542
C 2.9802 -0.0173 3.0722
C -0.9879 -3.1610 0.0366
H 3.0743 -3.5983 1.5027
C -0.2900 4.1361 -3.0601
H -0.2286 -5.0211 0.7861
N 3.6899 -1.6229 0.1733
C 0.6960 -4.2363 -1.5361
N 3.9131 -3.7501 0.9611
C 5.7184 0.4703 -2.0841
H 3.8344 -0.0707 2.3972
C -2.9765 -0.5625 2.0570
H 4.4007 -4.6251 1.0393
O 3.4152 0.4261 -0.6920
H 0.2521 -0.3227 4.2793
H -4.8032 3.2666 -1.2173
H 2.1392 2.2681 -2.8132
H 6.9740 -1.8066 -1.7476
C -1.9646 -2.7934 2.6324
H 2.0087 0.5716 -3.3485
H -1.5796 0.7475 -4.4272
H -3.8484 -1.3780 -1.2225
H -1.6198 3.3560 1.7044
H -3.1189 2.1011 0.2025
H -5.1767 3.4163 0.5028
C -2.1845 -1.8006 1.6843
C 5.6353 -2.8756 -0.4732
C -1.2433 -3.9333 2.3166
H -0.4390 -2.4717 -1.8948
H -2.2403 5.6003 -0.7342
H -1.4916 -4.3198 -3.1633
H -3.7025 1.0748 -2.3440
C 4.1244 -0.6015 -0.5844
H -0.0365 0.0272 -4.8891
C 0.9135 3.5290 1.8772
H -2.3674 -2.6749 3.6320
H 1.1933 -1.7180 4.8873
H -0.6568 6.1798 -2.5317
H -2.1660 -0.3034 4.0668
C -2.5999 3.7554 1.4293
C -3.0329 -0.6747 -1.2122
C 0.1782 1.7582 -3.6379
H -3.3072 3.4914 2.2173
H -0.6822 -0.2319 -3.2737
Sc 1.3531 -0.2882 -0.4090
H -2.5276 4.8435 1.4031
B -0.9305 0.1947 -0.6976
C 0.6010 -1.3273 4.0631
H 5.6415 1.3862 -1.5040
C -1.7437 -4.1426 -2.1171
C -1.7689 4.8136 -1.3093
C -3.0608 3.1825 0.0881
H 1.5117 -3.8026 -0.9534
C -0.5729 2.7949 -2.8165
H 0.5764 4.0309 0.9724
H 3.0037 2.0378 3.7185
H -4.4709 4.7747 -0.3718
H 1.2221 1.1470 -1.8510
C 4.3974 -2.7495 0.2269
C -0.8800 5.1432 -2.3182
H -4.9137 -1.4842 1.6977
H -1.0774 -4.6955 3.0671
H -2.8413 1.1607 3.3587
C -4.3998 -0.9249 2.4798
C -0.7610 -4.1119 1.0311
H 0.4630 2.2696 -4.5629
H -3.0442 0.0663 1.1710
C -0.5791 0.5024 -4.0702
H -4.4049 -1.5360 3.3844
C 1.4738 1.4085 -2.8973
C -1.4551 2.4811 -1.7817
H 6.7468 0.3161 -2.3985
H 1.3871 1.3460 3.5834
N -1.8295 -0.9340 -0.5563
N -1.7201 1.1152 -1.4793
C 6.0489 -1.8096 -1.1887
H 0.3939 4.3867 -3.8626
H -1.9499 -5.1077 -1.6492
H 5.0678 0.5404 -2.9533
H -4.9763 -0.0222 2.6869
H 3.3218 -0.3268 4.0610

Entry 4:
44
Properties=species:S:1:pos:R:3 method="wB97M-V/def2-TZVPD" charge=+1 relative_energy_kcal_mol=11.6 multiplicity=2 e_homo_ev="-10.44 / -10.50"
H -0.2222 0.0581 -3.2326
H -0.0347 -2.7698 -0.0094
C 0.3768 -0.3226 1.2797
C -0.9409 -3.4720 -1.8340
H -1.8656 -3.8698 -3.7228
C 4.1229 0.4611 -1.7795
H 1.4894 2.7937 -0.1654
C 1.3290 -1.1912 3.3005
C 2.2421 2.1521 -0.6116
H 2.5835 -1.0325 -1.7638
Re -1.7564 1.3140 -0.7553
C 1.9190 0.8340 -0.9226
Se -1.2773 3.6244 -0.2629
C -1.8491 0.7047 1.2795
H -1.1256 -4.4647 -1.4516
Te -3.7064 4.2366 -0.2921
C -0.3292 -2.5285 -1.0229
C -0.8090 0.0217 1.9756
H -4.0313 0.9965 3.8521
H 4.8564 -0.1868 -2.2326
H -1.3845 -1.6244 -4.6368
H 0.1132 -1.1402 5.0427
H -2.1770 -0.0486 5.0949
C -1.3462 -3.1400 -3.1182
P 0.3078 0.1698 -0.4674
H 5.4482 2.1290 -1.6672
Se -4.7016 2.8086 -2.1873
H 3.7799 3.6318 -0.6482
C 1.4415 -0.8954 1.9344
Se -3.3849 1.0005 -2.5304
C 0.1814 -0.8978 3.9927
C -1.0856 -1.8740 -3.6289
C -2.9987 1.0146 1.9808
C -0.9162 -0.2701 3.3586
H 2.1633 -1.6583 3.8014
C 3.5159 2.6139 -0.8863
C 4.4552 1.7677 -1.4593
C -0.4546 -0.9309 -2.8401
C -0.0959 -1.2518 -1.5226
H -3.8247 1.5280 1.4879
H 2.3632 -1.1021 1.4107
C -3.1237 0.7136 3.3428
C 2.8522 -0.0148 -1.5135
C -2.1014 0.1102 4.0291

Entry 5:
290
Properties=species:S:1:pos:R:3 method="wB97M-V/def2-TZVPD" e_homo_ev=-7.89
C 10.7096 26.0897 18.3532
C 22.4983 16.5166 18.7384
C 19.1253 17.2547 12.1184
C 24.0907 19.9906 20.8532
H 12.4579 29.6996 8.8835
H 19.2977 14.6413 12.9464
H 17.2537 23.7031 16.1146
H 16.5663 21.8184 19.5413
N 13.2133 29.0055 12.1468
C 13.8383 26.0423 10.8071
H 10.6584 25.3873 17.4940
H 20.3135 24.9190 19.6264
H 11.4842 24.9733 23.3325
H 12.5301 30.5227 17.6361
H 14.9684 20.9913 17.7000
N 20.5090 23.9716 16.7888
C 21.7810 26.7819 13.7794
H 23.0470 28.1768 14.7906
H 20.3748 20.8436 10.5916
H 17.8455 24.8461 19.4572
H 12.0490 22.9602 16.0173
N 15.6662 19.4200 19.7666
H 12.6475 28.0013 9.3769
C 14.2822 29.5975 12.9841
H 23.4396 23.5919 22.4412
H 12.9535 26.8032 20.4734
C 18.3813 25.3369 18.6584
H 22.3129 14.4668 17.9691
H 15.7571 28.3354 12.1489
H 12.2251 12.5470 14.6908
H 14.7692 20.4543 21.3215
H 24.4109 21.4388 23.5452
C 20.1546 14.0514 17.1981
H 13.4266 29.3496 16.5516
H 11.9287 30.2213 13.4095
H 18.0133 15.5821 16.4270
C 12.4083 25.6959 10.9654
H 18.0276 14.6941 14.1282
H 19.3225 19.9555 17.0061
H 15.1863 22.5028 14.9083
C 16.7819 17.8055 11.9627
C 12.2372 22.2252 19.7554
C 13.0748 24.8245 13.2613
H 12.7873 20.5159 12.6499
H 11.9556 25.3986 10.0625
H 15.5983 16.9930 18.4229
C 18.4861 16.5581 16.6306
H 10.1161 22.0286 22.1815
H 14.1475 12.9448 12.4548
H 10.9981 28.5670 14.6508
C 11.6026 28.2065 13.8776
C 18.2257 14.4840 13.0584
C 17.5158 28.2487 16.5360
C 10.9881 24.3832 22.5530
H 12.9538 15.7522 16.1830
C 13.0887 23.2448 18.9933
H 13.9966 30.7043 13.1067
H 19.2691 13.5798 19.1465
H 14.3023 18.0223 17.9061
H 13.2745 18.7168 12.6117
H 12.5479 24.0214 18.4273
H 12.2920 18.3683 14.8564
H 21.6493 19.6674 16.0680
H 11.8314 26.6106 11.3288
H 14.6822 15.4379 16.4849
H 12.9345 21.5327 20.2974
C 11.3665 14.1195 13.4249
H 22.0343 21.9307 15.1466
H 15.9353 24.9074 19.9143
C 18.1410 24.7926 11.5545
H 22.6019 26.2277 16.2859
C 13.0725 19.6572 13.2521
H 21.0032 20.7325 20.7336
H 25.0103 23.7149 21.5858
C 22.1112 27.9786 17.3647
H 21.5396 19.1778 21.0830
H 15.2578 15.4784 14.1124
C 18.1713 21.4102 11.5862
H 10.6951 20.7754 17.0127
H 15.8629 30.1019 11.6895
H 10.3014 22.6470 16.1966
C 20.0564 13.1286 18.4618
H 13.1116 25.9258 13.3519
C 11.9229 23.6395 21.6496
H 18.1440 17.2040 15.8498
H 18.8393 20.5422 11.7168
C 11.7720 18.9986 17.3722
H 10.4192 23.7000 23.1714
H 17.9348 13.4670 12.8099
H 13.4621 22.6179 18.1709
H 11.1476 19.0752 13.7867
H 19.0682 25.3898 11.5771
C 11.8153 27.0548 18.0709
H 24.5350 19.1949 21.4325
H 20.4625 17.3422 16.8864
H 11.6401 29.2990 21.6461
N 17.7816 16.7850 12.4885
C 17.9049 18.2383 20.4010
H 13.4928 29.5541 19.6375
H 11.6505 13.7276 12.4238
H 14.2254 29.4825 10.4500
H 25.9645 20.9662 20.1219
H 12.7704 26.5062 17.9151
C 21.3237 22.7263 10.2394
H 16.4098 29.5661 13.3037
H 17.3922 17.2884 20.6619
H 25.5671 21.5109 22.2172
H 13.5611 15.9962 13.7013
H 17.8565 15.2742 11.0846
H 15.6535 26.7204 19.9806
C 17.4961 15.4343 12.1101
H 12.5516 19.5697 17.8796
C 13.3001 28.8976 18.7919
C 20.0838 21.8569 10.2308
H 11.3830 15.2010 13.4389
H 17.8444 24.4388 12.5572
H 9.0473 21.5939 20.0123
H 10.2711 25.0042 21.9300
H 13.0950 30.6457 10.9004
H 21.1615 23.5489 9.5627
H 12.5407 27.7262 14.3447
H 9.0590 20.2209 20.9859
C 11.2193 21.5467 14.6002
H 16.4080 28.1189 16.2947
H 10.3605 13.8404 13.7561
C 13.3317 29.7968 17.5528
H 15.0746 10.7910 13.6771
C 25.1017 20.3344 19.7615
H 11.2512 28.9212 9.9586
H 10.2320 21.3008 14.2320
H 14.9695 17.6807 20.8776
C 15.3973 22.4107 16.0266
N 12.0775 28.1242 19.1075
H 20.4803 16.1905 15.6714
C 14.4928 13.0214 13.5067
H 15.9675 16.8290 10.0986
C 22.0428 27.7507 14.8838
H 12.3628 27.8289 22.5273
H 11.1180 27.3463 13.4020
C 16.4762 17.7873 10.4105
H 13.7812 18.7063 20.2230
H 11.1805 27.0833 20.5964
H 16.2214 19.7280 21.7615
H 10.7444 25.4295 19.2140
H 19.2044 27.1112 17.1316
H 17.3150 17.9690 9.7978
H 14.0356 19.8685 13.7019
N 13.7346 13.9465 14.2977
H 15.4443 13.4898 13.3431
C 17.0738 18.9906 19.3688
H 17.5187 22.0949 15.6969
H 17.1359 20.8287 13.5150
H 23.5698 16.5705 18.7593
C 15.9504 19.9803 16.1229
N 23.5547 21.0982 21.6466
H 18.0163 22.2692 13.6413
H 10.1332 19.3747 16.0968
H 20.8247 13.6665 16.4671
H 19.7335 16.3554 11.9306
H 15.5298 11.8835 14.9281
C 14.6330 17.4104 18.7579
C 21.3934 20.5348 16.6739
H 14.2404 16.9473 15.7553
C 15.6829 29.3826 12.4891
C 12.3557 13.6261 14.5096
C 15.7539 20.2978 20.9112
C 11.1264 22.8158 15.4945
H 17.4153 21.0750 10.7918
C 17.4209 21.6987 12.9569
H 19.9952 17.3974 14.0349
H 13.4064 29.0130 21.7132
H 13.9162 20.7127 16.4293
C 20.0291 16.4013 16.6618
C 14.7441 18.2962 20.0357
H 16.3964 15.2449 12.2509
C 21.1395 21.6760 15.7147
C 19.8648 18.0736 13.1599
C 18.2720 23.6317 10.5699
H 15.7281 18.5803 10.2944
H 20.7805 26.3374 13.8251
H 11.2375 24.4189 12.1164
H 11.8556 21.7493 13.7286
C 12.2909 24.5596 11.9891
H 24.6059 20.9303 19.0034
H 16.0584 25.0523 17.4253
H 19.1654 14.0746 16.7383
H 19.5053 26.3263 20.2729
C 10.6667 21.6375 21.3394
C 16.8814 22.7140 16.3334
H 23.2081 19.5719 20.3675
H 20.2690 21.4531 15.0328
H 19.9441 21.1158 18.2312
H 13.9476 16.6140 18.9479
H 17.5458 28.9576 17.4187
C 11.0216 19.9114 16.4041
H 20.6503 18.6342 12.7506
H 17.5754 19.8791 19.0117
H 11.4389 20.9794 21.7286
C 19.6833 25.8003 19.3479
H 18.0130 18.7903 21.2990
H 24.8507 23.7672 23.3712
C 22.3535 20.7782 22.4284
H 16.3375 22.4167 21.1181
N 19.0126 22.4775 11.1200
H 19.0843 18.7403 13.5044
H 20.9456 26.6248 16.3049
H 22.3936 15.8075 16.7855
H 14.7855 23.1241 16.5731
H 14.0981 24.4676 13.2348
H 12.0856 14.1085 15.4365
H 13.9464 23.6994 19.5424
C 12.0507 19.3140 14.3159
C 12.3809 28.5123 21.6301
H 18.7034 23.9028 9.6046
H 21.5540 23.1080 11.2041
H 17.9046 28.7578 15.6821
H 17.3415 25.4384 11.1136
C 15.5246 25.8233 19.3640
H 12.6767 23.0487 22.1887
H 17.2872 23.2192 10.4594
H 15.7083 26.8228 17.5812
N 16.7894 19.3334 15.7167
C 13.2269 29.5948 10.7737
H 22.0073 27.1688 12.7958
H 20.4378 19.4571 18.2310
H 22.5470 20.2635 23.4065
H 19.6789 21.7197 9.1966
H 19.1049 17.8607 11.2095
C 11.9406 29.2857 12.8644
H 22.1969 22.1497 9.8597
H 10.2585 20.3845 19.6147
H 17.0139 18.4488 18.4079
N 11.8019 20.3980 15.2900
H 13.8264 11.4107 14.8231
C 21.9961 15.4973 17.7308
H 12.5844 24.2816 21.0553
H 14.1322 28.2056 18.8267
H 25.5327 19.4775 19.3672
H 18.5622 24.6936 17.8055
H 14.2599 29.1328 13.9531
C 21.8975 27.0817 16.2126
H 16.5768 22.3360 12.7271
C 14.9893 21.0008 16.6226
H 11.4854 27.6099 17.1844
C 14.1514 15.3511 14.4039
H 18.1517 26.1871 16.0943
H 19.8587 12.0934 18.1737
H 20.3033 20.0204 22.1126
N 22.3512 28.5854 18.3331
H 10.8108 23.6483 14.8883
H 20.9846 13.1261 18.9724
H 22.2321 20.6576 17.3267
H 21.9988 21.7521 22.7531
C 20.7847 22.9201 16.3636
H 17.0467 22.6629 17.4103
C 12.3369 29.0122 9.6991
C 9.7163 20.8529 20.4062
C 24.4923 21.7916 22.5272
C 13.9994 15.9087 15.8391
C 24.4722 23.3291 22.4622
C 16.6221 21.5762 20.5830
H 11.7160 21.6540 19.0045
H 11.1180 29.2833 12.1204
H 15.9008 17.7283 12.5631
C 12.1910 27.5501 20.4339
H 22.0726 17.5608 18.4816
N 11.2540 22.7581 20.6824
C 20.2062 20.2854 17.5958
C 14.7051 11.6634 14.2495
N 17.5372 26.4417 18.2088
H 14.2339 30.4272 17.7239
H 12.6541 23.6491 11.5015
H 12.3604 18.2151 16.8566
H 22.4633 25.9774 14.0213
C 18.1366 26.9169 16.9138
H 17.2234 18.8231 12.3063
C 21.2822 20.1291 21.5924
H 11.1543 18.4496 18.1172
N 20.5569 15.3698 17.6664
N 14.9024 26.4367 10.5956
H 18.1147 16.9512 17.5940
H 12.5650 24.3911 14.1400
C 16.1670 25.9855 18.0679
H 17.6971 21.3781 20.8531
H 21.4506 28.6404 14.8473
H 9.7317 26.4663 18.2790
H 14.4487 25.6376 19.2534
H 20.3482 26.3807 18.6659
H 18.8301 18.0494 19.9536
H 22.2058 16.2823 19.7387

Entry 6:
17
Properties=species:S:1:pos:R:3 method="wB97M-V/def2-TZVPD" charge=+1 relative_energy_kcal_mol=67.8 e_homo_ev=-13.41
H -1.5835 0.9987 -1.4988
H -1.1430 -0.6940 1.6759
O 2.3007 1.0205 -0.7691
C -0.9172 0.1592 -1.2616
C -1.9451 0.0318 1.0591
C 0.5819 -0.9433 -0.1570
H 0.4511 -1.9807 0.1799
H -0.5407 -0.2370 -2.2062
H 1.1353 -1.0419 -1.0971
C -0.9254 -0.2627 0.0427
Li 3.6431 2.3092 -0.1043
C 2.2090 0.7004 0.4398
Be -2.2945 -1.3713 -0.4616
O -3.1043 -0.7074 0.9257
H -2.1749 1.1130 1.0639
O 1.4182 -0.3255 0.8180
O 2.8892 1.2311 1.3508

Entry 7:
6
Properties=species:S:1:pos:R:3 method="wB97M-V/def2-TZVPD" relative_energy_kcal_mol=4.5 e_homo_ev=-10.19
C -0.3567 -0.1541 0.0729
O 0.3012 -0.7225 0.8994
N 0.0901 0.7521 -0.8469
H 0.9898 0.6844 -1.2905
H -1.4477 -0.3089 -0.0256
H -0.5478 1.3876 -1.2951